{
  "formula": "C22H52F3NO8PS6",
  "method": "ωB97M-V/def2-TZVPD",
  "species": ["C", "C", "O", "C", "C", "C", "N", "C", "S", "C", "C", "C", "C", "C", "F", "C", "F", "F", "P", "O", "O", "H", "H", "H", "H", "H", "H", "H", "H", "H", "H", "H", "H", "H", "H", "H", "H", "H", "H", "H", "H", "H", "H", "C", "S", "O", "C", "H", "H", "H", "H", "H", "H", "C", "S", "O", "C", "H", "H", "H", "H", "H", "H", "C", "S", "O", "C", "H", "H", "H", "H", "H", "H", "C", "S", "O", "C", "H", "H", "H", "H", "H", "H", "C", "S", "O", "C", "H", "H", "H", "H", "H", "H"],
  "coordinates": [[-2.064, 4.861, -1.502], [-1.750, 3.389, -1.332], [-0.538, 3.106, -0.585], [-0.744, 1.921, 0.138], [0.598, 1.461, 0.680], [0.413, 0.225, 1.544], [1.422, 0.054, 2.648], [1.026, -1.269, 3.302], [-0.263, -1.186, 4.537], [0.843, -2.082, 2.025], [0.117, -1.183, 0.965], [0.800, -1.518, -0.394], [-0.067, -2.116, -1.504], [-0.791, -1.153, -2.392], [-2.087, -1.432, -2.657], [-0.269, -0.090, -3.008], [-0.930, 0.678, -3.866], [0.992, 0.328, -2.861], [-1.707, -1.479, 1.346], [-1.909, -3.091, 1.278], [-2.537, -0.928, 0.063], [-1.566, 5.448, -0.736], [-3.139, 4.974, -1.364], [-1.837, 5.239, -2.488], [-2.569, 2.961, -0.744], [-1.728, 2.848, -2.279], [-1.430, 2.108, 0.974], [-1.141, 1.143, -0.523], [1.291, 1.323, -0.148], [1.013, 2.256, 1.303], [-0.502, 0.445, 2.108], [1.392, 0.796, 3.344], [2.356, -0.124, 2.284], [1.872, -1.687, 3.842], [-1.153, -0.411, 3.912], [0.461, -3.086, 2.172], [1.871, -2.241, 1.684], [1.608, -2.216, -0.184], [1.290, -0.616, -0.753], [0.613, -2.690, -2.138], [-0.766, -2.851, -1.112], [-2.694, -3.265, 1.810], [-3.121, -0.231, 0.375], [-0.709, -5.887, -1.707], [-2.046, -6.176, -0.554], [-1.834, -7.534, 0.008], [-3.316, -6.317, -1.819], [0.211, -5.807, -1.142], [-0.652, -6.726, -2.403], [-0.885, -4.956, -2.246], [-3.046, -7.108, -2.518], [-3.418, -5.363, -2.337], [-4.252, -6.566, -1.324], [-2.927, -3.080, 9.224], [-2.153, -2.289, 7.813], [-2.983, -2.609, 6.621], [-0.720, -3.374, 7.754], [-3.875, -2.578, 9.404], [-3.102, -4.132, 8.999], [-2.283, -2.974, 10.096], [-1.051, -4.406, 7.643], [-0.137, -3.253, 8.667], [-0.119, -3.084, 6.896], [1.938, 3.238, -4.339], [1.704, 4.388, -2.980], [0.333, 4.937, -3.094], [2.844, 5.631, -3.603], [1.276, 2.394, -4.174], [1.684, 3.729, -5.278], [2.974, 2.898, -4.350], [2.532, 5.949, -4.597], [3.851, 5.214, -3.631], [2.818, 6.477, -2.919], [-0.904, 10.175, -3.451], [-0.901, 8.383, -3.318], [-2.260, 7.981, -2.877], [0.161, 8.289, -1.874], [-1.555, 10.441, -4.281], [-1.285, 10.610, -2.527], [0.109, 10.525, -3.652], [-0.290, 8.846, -1.052], [1.144, 8.694, -2.119], [0.248, 7.235, -1.612], [4.508, -5.667, -0.011], [3.709, -4.188, -0.627], [2.257, -4.321, -0.311], [3.906, -4.552, -2.371], [4.448, -5.651, 1.075], [3.992, -6.545, -0.397], [5.553, -5.666, -0.320], [3.431, -5.506, -2.598], [4.968, -4.584, -2.612], [3.428, -3.755, -2.936]],
  "lowdin_charge": [-0.07, -0.24, -0.14, -0.25, -0.09, -0.28, 0.11, -0.60, 0.84, -0.17, -0.40, -0.12, -0.09, -0.21, 0.08, -0.29, 0.15, 0.12, 0.89, -0.24, -0.23, 0.08, 0.08, 0.04, 0.10, 0.12, 0.14, 0.11, 0.12, 0.13, 0.09, 0.18, 0.19, 0.11, -0.14, 0.13, 0.11, 0.06, 0.10, 0.12, 0.11, 0.07, 0.06, -0.27, 0.79, -0.54, -0.26, 0.03, 0.06, 0.04, 0.06, 0.05, 0.05, -0.27, 0.78, -0.57, -0.27, 0.05, 0.06, 0.06, 0.06, 0.06, 0.01, -0.25, 0.81, -0.53, -0.26, 0.02, 0.07, 0.06, 0.06, 0.05, 0.04, -0.27, 0.79, -0.54, -0.27, 0.05, 0.06, 0.05, 0.06, 0.05, 0.03, -0.26, 0.81, -0.56, -0.25, 0.05, 0.07, 0.06, 0.07, 0.06, 0.05],
  "total_charge": 1,
  "homo_energy_ha": -0.3686,
  "lumo_ev": -2.8,
  "energy_ev": -123969.1935
}


{
  "formula": "C18H31N2O8P2Si2Zn",
  "method": "ωB97M-V/def2-TZVPD",
  "species": ["Zn", "C", "Si", "C", "C", "C", "C", "C", "C", "C", "C", "N", "Si", "C", "C", "C", "H", "H", "H", "H", "H", "H", "H", "H", "H", "H", "H", "H", "H", "H", "H", "H", "H", "H", "H", "H", "H", "H", "O", "C", "C", "C", "C", "C", "C", "N", "H", "H", "H", "H", "H", "H", "H", "O", "P", "O", "O", "O", "P", "O", "O", "O", "H", "H"],
  "coordinates": [[-1.011, -0.346, -0.422], [2.947, -0.095, -3.220], [1.264, -0.677, -2.563], [-0.127, 0.065, -3.596], [1.298, -2.556, -3.037], [1.091, -0.379, -0.633], [1.469, 1.024, -0.365], [2.317, 1.548, 0.710], [2.650, 2.889, 0.767], [2.059, 3.798, -0.186], [1.253, 3.280, -1.169], [0.989, 1.959, -1.270], [1.883, -1.792, 0.407], [1.985, -1.305, 2.247], [1.013, -3.526, 0.454], [3.653, -2.091, -0.092], [3.600, 0.324, -2.475], [2.868, 0.541, -4.088], [3.528, -0.965, -3.465], [0.264, 0.176, -4.626], [-0.534, 1.006, -3.165], [-0.919, -0.732, -3.618], [1.144, -2.578, -4.111], [0.472, -3.099, -2.544], [2.279, -3.045, -2.884], [2.623, 0.779, 1.462], [3.377, 3.232, 1.473], [2.345, 4.825, -0.250], [0.831, 3.880, -1.988], [1.718, -2.245, 2.835], [1.330, -0.509, 2.698], [2.984, -1.149, 2.603], [0.155, -3.589, -0.216], [0.693, -3.684, 1.503], [1.772, -4.325, 0.264], [4.140, -1.133, -0.319], [3.759, -2.737, -0.920], [4.235, -2.510, 0.738], [-2.167, -0.621, 1.292], [-2.173, -0.637, 2.719], [-2.007, 0.745, 3.269], [-2.989, 1.625, 3.659], [-2.718, 2.839, 4.298], [-1.399, 3.146, 4.422], [-0.440, 2.345, 3.878], [-0.659, 1.141, 3.359], [-3.049, -0.860, 0.931], [-1.342, -1.309, 3.033], [-3.130, -1.034, 3.048], [-4.038, 1.344, 3.434], [-3.536, 3.442, 4.667], [-0.954, 4.030, 4.954], [0.597, 2.687, 4.004], [-4.056, -2.524, -2.562], [-3.368, -1.440, -1.561], [-4.176, -1.161, -0.290], [-1.906, -1.838, -1.340], [-3.406, -0.170, -2.527], [-3.110, 1.406, -1.897], [-4.254, 1.654, -0.805], [-3.196, 2.353, -3.005], [-1.814, 1.162, -1.146], [-3.608, -3.423, -2.447], [-4.495, 0.834, -0.326]],
  "nbo_charge": [1.72, -1.13, 1.74, -1.16, -1.13, -1.51, 0.23, -0.29, -0.18, -0.32, 0.06, -0.50, 1.70, -1.16, -1.10, -1.14, 0.23, 0.23, 0.22, 0.22, 0.29, 0.24, 0.23, 0.24, 0.22, 0.22, 0.20, 0.20, 0.19, 0.22, 0.26, 0.22, 0.25, 0.22, 0.23, 0.23, 0.23, 0.22, -0.82, -0.09, 0.17, -0.23, -0.18, -0.26, 0.04, -0.40, 0.54, 0.21, 0.18, 0.22, 0.22, 0.21, 0.19, -0.99, 2.54, -1.19, -1.26, -1.09, 2.57, -1.02, -1.11, -1.29, 0.50, 0.52],
  "total_charge": -1,
  "homo_energy_ha": -0.1791,
  "lumo_ev": 2.5,
  "energy_ev": -121292.4811
}


{
  "formula": "C45H34F4N5PRuSi",
  "method": "ωB97M-V/def2-TZVPD",
  "species": ["Ru", "C", "C", "C", "C", "N", "C", "C", "C", "C", "C", "C", "C", "H", "H", "H", "H", "H", "H", "H", "H", "C", "C", "C", "C", "C", "C", "P", "C", "C", "C", "C", "C", "C", "C", "C", "C", "C", "C", "C", "H", "H", "H", "H", "H", "H", "H", "H", "H", "H", "H", "H", "H", "H", "H", "F", "C", "C", "F", "C", "C", "C", "F", "C", "C", "C", "N", "C", "N", "F", "C", "C", "N", "C", "N", "C", "Si", "C", "C", "C", "H", "H", "H", "H", "H", "H", "H", "H", "H", "H", "H"],
  "coordinates": [[0.202, 0.911, 0.590], [2.760, 4.397, 1.145], [1.956, 5.423, 0.664], [0.645, 5.149, 0.328], [0.156, 3.849, 0.472], [0.976, 2.853, 0.863], [2.229, 3.122, 1.218], [-1.232, 3.446, 0.288], [-2.280, 4.346, 0.089], [-3.579, 3.891, -0.028], [-3.843, 2.535, 0.073], [-2.807, 1.642, 0.295], [-1.491, 2.064, 0.408], [3.778, 4.579, 1.448], [2.346, 6.425, 0.574], [-0.001, 5.924, -0.047], [2.824, 2.291, 1.584], [-2.087, 5.406, 0.034], [-4.387, 4.586, -0.197], [-4.855, 2.165, -0.017], [-3.065, 0.594, 0.396], [-4.456, -3.351, -0.717], [-3.784, -2.404, -1.475], [-2.801, -1.627, -0.889], [-2.485, -1.809, 0.455], [-3.132, -2.785, 1.206], [-4.131, -3.541, 0.618], [-1.118, -0.860, 1.181], [-1.551, -0.239, 2.827], [-2.835, -0.166, 3.348], [-3.053, 0.525, 4.530], [-2.001, 1.138, 5.190], [-0.718, 1.090, 4.662], [-0.494, 0.418, 3.476], [0.127, -2.137, 1.391], [0.510, -2.716, 2.571], [1.444, -3.751, 2.593], [1.961, -4.235, 1.378], [1.620, -3.703, 0.179], [0.673, -2.548, 0.054], [-5.231, -3.949, -1.172], [-4.028, -2.272, -2.519], [-2.276, -0.867, -1.459], [-2.844, -2.951, 2.235], [-4.652, -4.287, 1.199], [-3.661, -0.635, 2.832], [-4.052, 0.596, 4.929], [-2.173, 1.668, 6.114], [0.098, 1.584, 5.169], [0.520, 0.364, 3.049], [0.059, -2.383, 3.496], [1.747, -4.193, 3.528], [2.637, -5.078, 1.400], [2.012, -4.110, -0.739], [-0.166, -2.864, -0.597], [0.593, 1.184, -1.848], [-0.067, 0.339, -2.710], [-1.194, 0.856, -3.298], [-1.567, 2.087, -2.922], [-1.930, 0.133, -4.265], [-1.310, -1.069, -4.696], [-0.168, -1.570, -4.107], [0.305, -2.740, -4.543], [0.456, -0.943, -2.994], [1.408, -1.616, -2.171], [1.368, -1.394, -0.701], [1.922, -0.415, -0.063], [2.151, -2.686, -2.645], [2.887, -3.504, -2.993], [-1.879, -1.780, -5.672], [-3.194, 0.584, -4.726], [-3.911, -0.037, -5.754], [-4.546, -0.508, -6.588], [-3.845, 1.655, -4.101], [-4.405, 2.495, -3.548], [4.662, -2.209, 0.163], [4.692, -0.318, 0.031], [4.910, 0.518, 1.732], [6.002, 0.269, -1.210], [2.972, 0.296, -0.709], [5.630, -2.573, 0.489], [4.450, -2.680, -0.793], [3.927, -2.562, 0.880], [5.787, 0.117, 2.229], [4.067, 0.348, 2.397], [5.070, 1.589, 1.632], [6.986, -0.032, -0.865], [6.022, 1.347, -1.338], [5.848, -0.179, -2.188], [2.897, 1.371, -0.538], [2.996, 0.105, -1.790]],
  "lowdin_charge": [1.01, -0.04, -0.03, 0.02, -0.21, -0.04, -0.13, -0.20, -0.02, -0.07, -0.07, -0.13, -0.21, 0.11, 0.12, 0.11, 0.09, 0.11, 0.11, 0.11, 0.05, -0.06, -0.06, -0.10, -0.35, -0.08, -0.06, 0.97, -0.36, -0.07, -0.06, -0.06, -0.06, -0.14, -0.30, -0.07, -0.04, -0.08, -0.03, -0.24, 0.11, 0.11, 0.09, 0.12, 0.11, 0.11, 0.11, 0.11, 0.11, 0.09, 0.11, 0.11, 0.12, 0.09, 0.16, 0.03, -0.11, -0.14, 0.13, -0.03, -0.12, -0.11, 0.14, -0.01, -0.07, -0.23, -0.06, -0.18, 0.25, 0.14, -0.11, -0.16, 0.24, -0.16, 0.24, -0.15, 0.61, -0.17, -0.17, -0.26, 0.04, 0.02, 0.01, 0.03, 0.02, 0.02, 0.03, 0.03, 0.03, 0.06, 0.09],
  "total_charge": 1,
  "homo_energy_ha": [-0.3660, -0.3907],
  "lumo_ev": [-2.8, -6.2],
  "spin_multiplicity": 6,
  "energy_ev": -85274.5267
}